C54H45BrIN7O2P2ReS as an isolated structure in a non-equilibrium geometry, computed with wB97M-V/def2-TZVPD.

Computed properties:
E_tot in eV: -180923.805
Total charge: +2
ΔE to the lowest compared entry with this formula, charge and spin in eV: 4.6501
Multiplicity: 2
<S²>: 0.7649
Lowest unoccupied orbital energy (spin up / spin down) in hartree: -0.1936 / -0.1991

Each line ends with the Löwdin spin population.
Atoms and positions in Å:
Re: 0.46614 0.95521 1.24747  0.885
N: 2.55086 3.15344 5.12542  0.001
C: 1.46843 2.77887 4.45426  0.001
S: 0.47450 3.86352 3.56594  -0.001
N: 1.05508 1.53419 4.40267  0.004
N: -0.04458 1.36788 3.50647  0.002
C: -0.85513 2.58350 3.52163  -0.001
C: -1.75377 2.60585 2.32184  0.000
C: -2.88377 3.39486 2.32019  0.000
C: -3.76954 3.32432 1.25788  -0.003
C: -3.49422 2.42624 0.24309  0.001
C: -2.33495 1.67996 0.29184  0.006
N: -1.44287 1.77146 1.30039  0.015
H: 2.81865 4.12479 5.11110  0.000
H: 3.25983 2.48782 5.39051  0.000
H: -1.36686 2.76384 4.47133  0.000
H: -3.06316 4.06138 3.15751  0.000
H: -4.65866 3.94019 1.23320  0.000
H: -4.18699 2.27845 -0.57660  0.000
H: -2.08468 0.97217 -0.48530  0.002
C: -6.11855 1.45074 -4.09577  0.000
O: -5.28753 1.55913 -5.24749  0.002
C: -4.12271 2.21239 -5.14532  0.004
C: -3.34766 2.25486 -6.30872  -0.001
C: -2.14618 2.91673 -6.30424  0.003
C: -1.66783 3.50827 -5.13011  -0.001
C: -2.44400 3.47935 -3.97213  0.004
C: -3.67438 2.84690 -3.97943  0.000
N: -0.43909 4.17644 -5.24679  0.017
N: 0.22071 4.57066 -4.28517  -0.001
C: 0.40890 4.10425 -3.03445  0.013
C: 0.82717 5.05141 -2.06419  -0.012
C: 1.03273 4.70848 -0.75943  0.008
C: 0.85788 3.36281 -0.34385  -0.011
O: 1.04178 2.95536 0.85811  -0.004
C: 0.55257 2.37367 -1.32714  0.003
N: 0.55077 1.09254 -0.84609  -0.001
C: 0.41814 0.10988 -1.74739  0.021
C: 0.25920 0.34970 -3.10419  -0.006
C: 0.22108 1.64593 -3.58476  0.022
C: 0.36322 2.69741 -2.68008  -0.002
H: -6.95574 0.82837 -4.39035  0.000
H: -6.48587 2.43058 -3.78711  0.000
H: -5.58229 0.97449 -3.27283  0.000
H: -3.72748 1.77687 -7.20274  0.000
H: -1.54122 2.98409 -7.20057  0.000
H: -2.10156 3.98417 -3.07550  0.000
H: -4.29568 2.86789 -3.09396  0.000
H: 0.95348 6.07468 -2.39538  -0.001
H: 1.33700 5.44526 -0.02595  0.001
H: 0.44844 -0.89397 -1.35540  0.000
H: 0.16852 -0.49440 -3.77579  -0.001
H: 0.10600 1.83329 -4.64319  0.001
C: 1.07621 -2.82148 1.66000  -0.003
P: 0.00917 -1.32554 1.83387  0.002
C: -1.66621 -1.99311 1.64105  0.003
C: -2.39167 -2.55030 2.69415  0.000
C: -3.65835 -3.07483 2.47076  0.000
C: -4.20036 -3.05631 1.19267  0.000
C: -3.47876 -2.51168 0.13719  0.000
C: -2.21817 -1.97478 0.36125  0.001
C: 0.15437 -0.95646 3.62207  -0.001
C: 1.26352 -0.87850 4.35340  -0.007
C: 1.27921 0.33058 5.29948  -0.001
C: 0.05492 0.30980 6.19147  0.000
C: -1.06331 0.23093 5.48612  0.000
C: -0.82892 0.15233 3.99569  0.000
P: 2.06322 -3.09531 0.11008  0.000
C: 0.72234 -3.61337 -1.04060  0.000
C: -0.24341 -4.56503 -0.70231  0.000
C: -1.23991 -4.91287 -1.60020  0.000
C: -1.27891 -4.32453 -2.86130  0.000
C: -0.30300 -3.40932 -3.22620  0.000
C: 0.69329 -3.05928 -2.31765  0.000
C: 2.75838 -4.74901 0.52399  0.000
C: 2.95234 -5.66744 -0.50943  0.000
C: 3.48731 -6.92084 -0.25413  0.000
C: 3.84561 -7.27716 1.03970  0.000
C: 3.69439 -6.35999 2.06819  0.000
C: 3.16268 -5.10144 1.81057  0.000
H: 0.44667 -3.69169 1.84709  0.000
H: 1.79601 -2.76091 2.47779  0.000
H: -1.96235 -2.58768 3.69213  0.000
H: -4.21729 -3.50848 3.29104  0.000
H: -5.18600 -3.47042 1.01951  0.000
H: -3.89490 -2.51132 -0.86247  0.000
H: -1.65140 -1.55187 -0.46469  0.000
H: 2.15019 -1.48893 4.24832  0.000
H: 2.22111 0.45421 5.82317  0.000
H: 0.12668 0.37220 7.27038  0.000
H: -2.06167 0.20979 5.90484  0.000
H: -1.74210 0.12240 3.40916  0.000
H: -0.20142 -5.06179 0.26173  0.000
H: -1.97902 -5.65543 -1.32464  0.000
H: -2.05489 -4.60070 -3.56482  0.000
H: -0.30163 -2.98839 -4.22519  0.000
H: 1.47937 -2.37149 -2.61433  0.000
H: 2.67600 -5.40662 -1.52498  0.000
H: 3.62378 -7.62201 -1.06837  0.000
H: 4.24229 -8.26357 1.24359  0.000
H: 3.99198 -6.62026 3.07653  0.000
H: 3.07988 -4.40061 2.63301  0.000
Br: 6.17204 1.78382 2.76442  0.001
C: 5.71393 1.68123 0.93031  0.001
C: 6.64386 2.15135 0.01404  0.000
C: 6.36644 2.10679 -1.34397  0.002
C: 5.15637 1.60392 -1.79522  0.000
C: 4.22488 1.12761 -0.88500  0.002
C: 4.51004 1.16334 0.47228  0.000
I: 3.09558 0.34282 1.78034  0.029
H: 7.58379 2.55134 0.36904  0.000
H: 7.10575 2.46419 -2.04889  0.000
H: 4.93779 1.57180 -2.85510  0.000
H: 3.27824 0.72405 -1.22433  0.000

Atoms 1-6, force components in eV/Å:
0.69 -0.23 -0.13
-0.12 0.14 -0.21
0.25 -0.07 0.31
0.20 0.65 -0.15
-0.19 -0.36 -0.06
-0.51 -1.08 -0.32